(1)
A molecular structure, C43H60FN4O7P2S2SeY. Source: the Open Molecules 2025 dataset; level of theory: ωB97M-V/def2-TZVPD.

```
121
Properties=species:S:1:pos:R:3:lowdin_charge:R:1
Y -0.72 1.22 1.70 1.488
O -4.24 3.73 1.71 0.043
C -3.49 2.80 1.43 -0.604
O -2.21 2.85 1.42 -0.197
C -4.12 1.47 0.97 -0.094
C -3.39 0.85 -0.23 -0.237
C -4.28 -0.22 -0.88 -0.088
C -4.14 -1.40 0.10 -0.099
C -3.28 -0.78 1.20 -0.247
O -2.37 0.03 0.41 -0.189
C -4.07 0.27 1.99 -0.094
C -3.43 0.53 3.36 -0.597
O -4.11 0.47 4.37 0.041
O -2.15 0.72 3.33 -0.149
H -5.15 1.70 0.72 0.144
H -2.90 1.55 -0.91 0.136
H -5.30 0.14 -0.98 0.112
H -3.91 -0.48 -1.87 0.111
H -5.10 -1.75 0.49 0.114
H -3.61 -2.23 -0.36 0.091
H -2.71 -1.48 1.80 0.151
H -5.08 -0.09 2.19 0.146
O 0.30 -0.43 3.32 -0.143
H 1.28 -0.42 3.34 -0.054
H 0.01 -0.15 4.20 0.062
Se 3.76 0.05 3.72 0.474
C 4.43 -1.67 3.99 -0.923
N 4.84 -2.73 4.17 -0.030
F 0.64 0.01 0.60 -0.517
S 1.23 4.52 -3.60 0.112
P 0.28 4.34 -1.87 0.038
S 0.03 2.48 -1.14 0.305
C -1.27 5.30 -1.92 -0.365
C -2.32 4.99 -1.06 -0.087
C -3.47 5.77 -1.05 -0.071
C -3.57 6.85 -1.91 -0.107
C -2.53 7.17 -2.77 -0.107
C -1.38 6.40 -2.77 -0.120
C 1.21 5.19 -0.53 -0.367
C 0.67 5.19 0.76 -0.096
C 1.37 5.77 1.81 -0.097
C 2.62 6.33 1.59 -0.115
C 3.16 6.32 0.32 -0.108
C 2.45 5.76 -0.74 -0.114
H -2.21 4.16 -0.39 0.053
H -4.26 5.52 -0.36 0.096
H -4.47 7.46 -1.90 0.090
H -2.61 8.02 -3.44 0.090
H -0.56 6.62 -3.44 0.057
H -0.29 4.73 0.95 0.090
H 0.93 5.76 2.80 0.107
H 3.17 6.77 2.42 0.094
H 4.14 6.76 0.14 0.091
H 2.86 5.75 -1.74 0.055
C 4.77 3.30 2.31 -0.055
N 3.35 3.23 2.58 -0.099
C 2.75 3.49 3.86 -0.070
C 1.32 2.98 3.64 -0.503
O 0.42 3.02 4.44 0.067
N 1.25 2.44 2.37 0.070
C 2.47 2.55 1.83 -0.470
N 2.77 2.04 0.65 0.235
H 5.20 4.08 2.94 0.090
H 4.93 3.60 1.27 0.085
H 5.27 2.35 2.51 0.046
H 2.74 4.56 4.11 0.121
H 3.22 2.92 4.67 0.108
H 2.06 1.50 0.16 0.031
H 3.73 1.98 0.35 0.111
C -1.86 -6.23 -3.32 -0.212
C -2.53 -5.98 -1.97 -0.208
C -1.58 -5.21 -1.04 -0.216
C -0.67 -4.22 -1.81 -0.468
C -1.42 -3.74 -3.05 -0.221
C -1.60 -4.90 -4.04 -0.195
P -0.23 -2.78 -0.70 1.138
C 1.22 -1.99 -1.57 -0.436
C 2.27 -2.87 -2.31 -0.193
C 2.28 -2.61 -3.81 -0.213
C 2.60 -1.14 -4.13 -0.196
C 1.92 -0.17 -3.14 -0.192
C 0.73 -0.85 -2.47 -0.253
C 0.65 -3.54 0.75 -0.440
C -0.29 -3.97 1.88 -0.223
C 0.49 -4.10 3.20 -0.185
C 1.90 -4.66 2.98 -0.198
C 1.96 -5.51 1.71 -0.205
C 1.69 -4.64 0.47 -0.196
H -2.48 -6.89 -3.95 0.098
H -0.92 -6.76 -3.15 0.108
H -2.83 -6.92 -1.50 0.102
H -3.45 -5.41 -2.13 0.107
H -0.96 -5.91 -0.48 0.102
H -2.17 -4.66 -0.30 0.094
H 0.22 -4.76 -2.14 0.093
H -0.90 -2.92 -3.54 0.078
H -2.39 -3.34 -2.74 0.108
H -0.70 -4.99 -4.66 0.101
H -2.43 -4.67 -4.72 0.103
H 1.72 -1.50 -0.74 0.086
H 2.11 -3.93 -2.12 0.073
H 3.26 -2.65 -1.90 0.114
H 1.31 -2.88 -4.23 0.093
H 3.02 -3.26 -4.30 0.101
H 2.27 -0.92 -5.15 0.100
H 3.68 -0.99 -4.12 0.099
H 1.60 0.75 -3.64 0.098
H 2.63 0.12 -2.36 0.109
H 0.04 -1.20 -3.24 0.094
H 0.17 -0.14 -1.85 0.034
H 1.17 -2.65 1.14 0.104
H -0.76 -4.93 1.62 0.091
H -1.10 -3.25 2.00 0.089
H -0.08 -4.74 3.88 0.102
H 0.55 -3.12 3.66 0.093
H 2.22 -5.25 3.85 0.103
H 2.63 -3.85 2.90 0.088
H 1.21 -6.31 1.77 0.104
H 2.93 -6.00 1.61 0.103
H 1.36 -5.28 -0.35 0.087
H 2.62 -4.17 0.15 0.107
```

Results
**Total charge**: -2
**ΔE to the lowest compared entry with this formula, charge and spin**: 20.3 kJ/mol
**Largest force on an atom**: 0.8 eV/A
**E**: -175227.67895 eV
**Gap between HOMO and LUMO**: 7.183 eV

(2)
8 unconnected molecules or ions with the total composition C36H60N6O8P2 in a non-equilibrium geometry. Source: the Open Molecules 2025 dataset; level of theory: ωB97M-V/def2-TZVPD.

```
112
Properties=species:S:1:pos:R:3:lowdin_charge:R:1
C 26.02 6.91 -26.25 -0.077
C 26.14 8.42 -26.22 -0.230
O 26.20 8.94 -27.56 -0.172
P 27.60 9.29 -28.17 0.329
O 28.57 9.89 -27.26 -0.212
O 27.10 10.16 -29.38 -0.181
C 28.07 10.78 -30.25 -0.257
C 27.52 10.77 -31.67 -0.065
O 28.16 7.95 -28.80 -0.173
C 27.36 7.18 -29.71 -0.272
C 28.19 6.81 -30.92 -0.063
H 25.12 6.57 -26.77 0.073
H 26.88 6.40 -26.69 0.075
H 25.87 6.53 -25.23 0.069
H 25.25 8.87 -25.78 0.116
H 27.02 8.70 -25.65 0.114
H 28.18 11.82 -29.92 0.121
H 29.04 10.31 -30.14 0.119
H 27.62 9.79 -32.13 0.062
H 26.50 11.14 -31.66 0.081
H 28.13 11.46 -32.26 0.080
H 26.95 6.30 -29.20 0.114
H 26.48 7.76 -30.00 0.114
H 29.07 6.25 -30.60 0.083
H 27.64 6.17 -31.60 0.081
H 28.52 7.71 -31.43 0.063
C 16.81 7.25 -20.04 -0.065
C 15.48 7.29 -20.77 -0.251
O 15.29 8.53 -21.45 -0.162
P 15.44 8.75 -23.00 0.391
O 15.01 7.59 -23.79 -0.224
O 14.66 10.10 -23.25 -0.171
C 14.92 11.24 -22.41 -0.272
C 14.76 12.50 -23.21 -0.064
O 16.96 9.25 -23.14 -0.177
C 17.37 9.89 -24.36 -0.260
C 18.53 10.82 -24.07 -0.057
H 16.80 6.39 -19.37 0.081
H 17.66 7.10 -20.70 0.065
H 16.92 8.16 -19.44 0.079
H 15.38 6.40 -21.39 0.104
H 14.70 7.27 -20.01 0.120
H 14.21 11.20 -21.59 0.123
H 15.89 11.18 -21.92 0.115
H 15.14 13.35 -22.65 0.083
H 15.35 12.42 -24.13 0.073
H 13.73 12.67 -23.51 0.081
H 17.68 9.17 -25.12 0.079
H 16.55 10.46 -24.80 0.111
H 19.37 10.27 -23.66 0.070
H 18.86 11.24 -25.02 0.082
H 18.27 11.66 -23.42 0.078
C 17.62 5.70 -26.78 -0.116
C 17.22 7.00 -26.46 -0.140
C 17.76 7.84 -27.38 -0.147
N 18.43 7.07 -28.31 0.025
C 18.33 5.74 -27.95 -0.116
H 17.36 4.81 -26.22 0.090
H 16.56 7.32 -25.68 0.069
H 17.71 8.89 -27.61 0.110
H 19.05 7.45 -29.01 0.095
H 18.94 5.00 -28.45 0.104
C 21.44 0.27 -24.14 -0.110
C 21.46 1.58 -23.61 -0.105
C 20.95 1.50 -22.34 -0.168
N 20.70 0.19 -22.08 0.003
C 20.90 -0.57 -23.20 -0.135
H 21.61 0.00 -25.18 0.091
H 21.68 2.47 -24.19 0.072
H 20.84 2.24 -21.57 0.105
H 20.39 -0.13 -21.18 0.144
H 20.49 -1.56 -23.31 0.105
C 21.96 6.85 -25.43 -0.143
C 22.81 5.98 -24.71 -0.094
C 21.99 5.22 -23.91 -0.131
N 20.70 5.63 -24.12 0.034
C 20.66 6.65 -25.04 -0.104
H 22.31 7.49 -26.23 0.074
H 23.87 5.90 -24.86 0.062
H 22.19 4.45 -23.19 0.099
H 19.86 5.16 -23.81 0.088
H 19.76 7.20 -25.27 0.100
C 17.96 3.48 -22.75 -0.095
C 16.72 2.85 -23.02 -0.098
C 15.86 3.81 -23.48 -0.128
N 16.53 4.99 -23.48 0.021
C 17.80 4.81 -23.01 -0.165
H 18.86 2.99 -22.41 0.060
H 16.54 1.80 -22.84 0.090
H 14.83 3.76 -23.80 0.113
H 16.17 5.93 -23.66 0.090
H 18.38 5.71 -22.87 0.102
C 21.46 7.21 -29.89 -0.121
C 22.21 8.29 -29.39 -0.102
C 21.86 9.40 -30.13 -0.130
N 20.93 9.02 -31.04 0.007
C 20.58 7.71 -30.83 -0.155
H 21.39 6.22 -29.46 0.094
H 22.95 8.31 -28.60 0.083
H 22.25 10.40 -30.05 0.110
H 20.46 9.59 -31.72 0.146
H 19.87 7.14 -31.42 0.111
C 22.02 11.61 -25.19 -0.115
C 22.27 11.94 -23.84 -0.117
C 22.35 10.77 -23.12 -0.137
N 22.19 9.74 -24.01 0.015
C 21.93 10.24 -25.26 -0.163
H 21.93 12.32 -26.00 0.088
H 22.37 12.94 -23.43 0.088
H 22.47 10.53 -22.08 0.105
H 22.32 8.76 -23.87 0.118
H 21.55 9.61 -26.05 0.093
```

Results
**SMILES**: CCOP(=O)(OCC)OCC.CCOP(=O)(OCC)OCC.c1cc[nH]c1.c1cc[nH]c1.c1cc[nH]c1.c1cc[nH]c1.c1cc[nH]c1.c1cc[nH]c1
**Largest force on an atom**: 1.6 eV/A
**E**: -82207.90724 eV
**Gap between HOMO and LUMO**: 8.684 eV

(3)
2 unconnected molecules or ions with the total composition CH2N2O3Si in a non-equilibrium geometry. Source: the Open Molecules 2025 dataset; level of theory: ωB97M-V/def2-TZVPD.

```
9
Properties=species:S:1:pos:R:3:mulliken_spin:R:1
C 0.12 -0.99 2.77 0.000
N 0.03 -1.38 3.84 0.001
N 0.31 0.31 -1.91 0.950
O 1.02 -0.07 -2.81 0.800
O -0.67 1.15 -2.24 0.240
O -1.05 0.26 0.36 0.016
Si 0.18 -0.29 1.05 0.009
H -1.35 1.17 -1.40 -0.014
H 1.42 -0.17 0.35 -0.001
```

Results
**Spin multiplicity**: 3
**ΔE to the lowest compared entry with this formula, charge and spin**: 235.7 kJ/mol
**Expectation value of S²**: 2.008
**Largest force on an atom**: 4.6 eV/A
**E**: -18063.67761 eV
**Gap between HOMO and LUMO (spin up / spin down)**: 6.146 / 9.827 eV

(4)
A molecular structure, C4H12InO2Tm in a non-equilibrium geometry. Source: the Open Molecules 2025 dataset; level of theory: ωB97M-V/def2-TZVPD.

```
20
Properties=species:S:1:pos:R:3:mulliken_spin:R:1
C -1.76 -0.55 2.04 0.005
C -1.58 -0.47 0.49 -0.005
O -0.29 -1.05 0.20 0.049
C 0.00 -1.01 -1.18 -0.004
C 0.80 0.28 -1.59 -0.003
O 0.63 1.36 -0.77 0.009
In 1.84 1.29 0.95 0.101
H -1.54 -1.57 2.44 0.000
H -0.99 0.12 2.49 -0.001
H -2.77 -0.21 2.33 -0.001
H -1.66 0.60 0.19 0.001
H -2.34 -1.12 -0.02 0.004
H 0.61 -1.91 -1.40 0.000
H -0.97 -1.08 -1.74 0.002
H 1.89 0.01 -1.78 0.000
H 0.38 0.61 -2.64 0.000
H 3.53 1.77 0.67 0.148
H 1.91 -0.49 1.43 0.613
H 0.98 2.19 2.23 0.079
Tm 1.32 1.22 -4.33 1.002
```

Results
**Total charge**: +2
**Spin multiplicity**: 3
**Expectation value of S²**: 2.010
**Largest force on an atom**: 2.5 eV/A
**E**: -43115.83074 eV
**Gap between HOMO and LUMO (spin up / spin down)**: 5.430 / 5.089 eV

(5)
2 unconnected molecules or ions with the total composition C4H6N2O2 in a non-equilibrium geometry. Source: the Open Molecules 2025 dataset; level of theory: ωB97M-V/def2-TZVPD.

```
14
Properties=species:S:1:pos:R:3:lowdin_charge:R:1
C -0.03 0.54 -0.53 -0.050
C 2.39 -0.68 0.51 -0.492
C -1.69 -1.19 0.41 -0.094
C -1.30 0.31 0.12 -0.221
N 0.71 1.41 -0.92 -0.102
N 1.61 1.95 -1.59 0.066
O 2.37 -1.40 -0.38 0.223
O 2.24 0.07 1.34 0.215
H -1.96 -1.78 -0.46 0.064
H -2.61 -1.21 1.09 0.091
H -0.88 -1.72 0.89 0.054
H -1.13 0.82 1.05 0.097
H -2.11 0.85 -0.50 0.148
H 2.38 2.02 -1.04 0.001
```

Results
**ΔE to the lowest compared entry with this formula, charge and spin**: 319.3 kJ/mol
**Largest force on an atom**: 3.5 eV/A
**E**: -11317.73289 eV
**Gap between HOMO and LUMO (spin up / spin down)**: 8.697 / 8.697 eV

(6)
A molecular structure, C32H46B2CoF2NO2P2Te. Source: the Open Molecules 2025 dataset; level of theory: ωB97M-V/def2-TZVPD.

```
89
Properties=species:S:1:pos:R:3:mulliken_spin:R:1
Co -0.97 -0.26 -0.16 2.496
C -2.13 -2.32 2.50 0.083
C -1.46 -1.25 3.38 -0.025
C -0.56 -1.94 4.41 -0.004
P -0.74 0.15 2.37 0.232
C -1.05 1.63 3.47 0.037
C -0.13 2.78 3.06 0.018
C -0.97 1.42 4.98 0.008
C 1.08 -0.03 2.28 0.054
C 1.90 -0.31 3.37 -0.127
C 3.25 -0.59 3.23 0.157
C 3.81 -0.66 1.96 -0.076
C 3.05 -0.33 0.86 0.178
C 1.70 0.07 0.99 0.086
N 0.96 0.50 -0.10 0.397
C 1.60 1.05 -1.20 0.089
C 2.83 1.76 -1.10 0.156
C 3.48 2.20 -2.22 -0.052
C 2.93 1.98 -3.48 0.122
C 1.68 1.38 -3.58 -0.106
C 0.99 0.94 -2.46 0.041
P -0.70 0.22 -2.56 0.069
C -0.46 -1.08 -3.87 0.043
C -1.77 -1.85 -4.04 -0.001
C 0.69 -2.03 -3.53 -0.002
C -1.67 1.49 -3.54 0.020
C -3.15 1.41 -3.15 0.010
C -1.19 2.93 -3.37 0.008
H -2.78 -2.94 3.12 0.001
H -1.39 -2.97 2.05 -0.029
H -2.74 -1.88 1.71 0.009
H -2.27 -0.74 3.91 -0.004
H 0.33 -2.36 3.92 0.002
H -1.11 -2.78 4.86 0.000
H -0.25 -1.28 5.21 0.000
H -2.07 1.90 3.20 0.003
H 0.89 2.60 3.39 -0.002
H -0.47 3.71 3.52 0.000
H -0.12 2.92 1.98 -0.011
H 0.04 1.17 5.31 0.000
H -1.66 0.66 5.35 0.001
H -1.24 2.36 5.47 0.000
H 1.46 -0.32 4.36 0.005
H 3.85 -0.80 4.11 0.003
H 4.84 -0.97 1.83 0.001
H 3.47 -0.42 -0.13 0.005
H 3.24 1.96 -0.12 -0.001
H 4.42 2.73 -2.12 0.000
H 3.45 2.31 -4.38 0.001
H 1.23 1.26 -4.56 0.005
H -0.23 -0.56 -4.80 -0.001
H -2.04 -2.35 -3.11 0.001
H -1.66 -2.61 -4.82 0.000
H -2.59 -1.19 -4.33 0.001
H 0.51 -2.54 -2.59 -0.001
H 1.65 -1.51 -3.46 -0.002
H 0.78 -2.79 -4.31 0.000
H -1.58 1.19 -4.59 0.005
H -3.29 1.80 -2.14 0.002
H -3.55 0.40 -3.16 0.002
H -3.75 2.02 -3.83 0.000
H -1.31 3.25 -2.33 -0.003
H -1.82 3.59 -3.99 0.000
H -0.16 3.09 -3.66 0.003
C 2.05 5.53 0.78 -0.001
Te 0.70 4.37 -0.40 0.005
C -0.98 5.60 0.06 0.002
H 2.17 6.51 0.33 0.000
H 3.02 5.02 0.80 0.000
H 1.66 5.61 1.79 0.000
H -0.84 6.01 1.06 0.000
H -1.87 4.98 0.05 0.000
H -1.08 6.41 -0.66 0.000
F -4.06 -0.36 -0.60 -0.005
B -3.03 0.33 -0.03 0.017
F -3.51 1.26 0.85 0.000
O 0.51 -2.95 0.36 0.008
B -0.60 -2.33 -0.30 0.124
O -1.32 -3.36 -0.94 -0.071
C -0.68 -4.54 -0.67 -0.007
C -1.02 -5.81 -1.07 0.001
C -0.19 -6.85 -0.64 0.000
C 0.92 -6.60 0.16 0.000
C 1.25 -5.30 0.56 -0.001
C 0.42 -4.29 0.12 0.022
H -1.88 -6.00 -1.69 0.000
H -0.42 -7.87 -0.93 0.000
H 1.54 -7.43 0.48 0.000
H 2.11 -5.09 1.18 0.000
```

Results
**Spin multiplicity**: 5
**ΔE to the lowest compared entry with this formula, charge and spin**: 29.5 kJ/mol
**Expectation value of S²**: 6.067
**Largest force on an atom**: 0.9 eV/A
**E**: -109803.88039 eV
**Gap between HOMO and LUMO (spin up / spin down)**: 6.438 / 5.469 eV

(7)
15 unconnected molecules or ions with the total composition H30O15 in a non-equilibrium geometry. Source: the Open Molecules 2025 dataset; level of theory: ωB97M-V/def2-TZVPD.

```
45
Properties=species:S:1:pos:R:3:lowdin_charge:R:1
H -1.15 0.03 0.96 0.069
H -0.10 -0.47 -0.07 0.039
H -0.13 0.43 -5.90 0.091
H -0.08 0.31 -4.30 -0.026
H -1.22 -2.06 2.23 0.043
H -1.49 -1.97 0.60 0.041
H -1.21 2.75 4.00 0.054
H -1.18 1.65 2.91 -0.001
H -2.57 -1.19 4.91 0.081
H -1.13 -1.72 5.44 0.023
H 4.51 1.98 -2.08 -0.002
H 3.03 1.93 -1.85 0.049
H 1.81 -4.41 0.53 0.051
H 2.71 -3.26 0.15 0.057
H 4.31 -0.76 0.59 0.101
H 2.79 -0.15 0.34 0.013
H -0.48 1.94 -3.16 0.064
H -0.16 1.28 -1.83 0.003
H -0.69 -3.51 -0.16 0.082
H -0.37 -3.06 -1.53 0.027
H -3.47 -4.61 0.92 -0.023
H -2.19 -4.07 1.54 0.054
H -1.93 2.21 -0.65 0.064
H -1.00 1.87 0.36 -0.077
H 2.86 2.67 1.28 0.047
H 2.54 1.43 0.54 -0.076
H -3.71 2.02 -3.40 0.034
H -2.50 1.09 -3.64 0.061
H 0.76 4.03 0.71 0.082
H 0.80 2.58 0.37 0.017
O -0.50 0.29 0.30 -0.070
O 0.35 0.71 -5.04 -0.100
O -1.67 -2.38 1.46 -0.077
O -1.77 2.19 3.42 -0.056
O -1.74 -1.73 4.71 -0.069
O 3.72 2.07 -2.58 -0.075
O 1.77 -3.46 0.35 -0.097
O 3.57 -0.15 0.89 -0.074
O 0.00 1.21 -2.75 -0.046
O 0.08 -3.13 -0.71 -0.101
O -3.16 -3.90 1.40 -0.062
O -1.86 1.73 0.21 -0.046
O 3.16 2.05 0.61 -0.054
O -3.21 1.34 -2.95 -0.072
O 1.35 3.27 0.71 -0.042
```

Results
**ΔE to the lowest compared entry with this formula, charge and spin**: 907.5 kJ/mol
**Largest force on an atom**: 8.1 eV/A
**E**: -31192.26044 eV
**Gap between HOMO and LUMO**: 9.581 eV

(8)
A molecular structure, C2H11N5 in a non-equilibrium geometry. Source: the Open Molecules 2025 dataset; level of theory: ωB97M-V/def2-TZVPD.

```
18
Properties=species:S:1:pos:R:3:lowdin_charge:R:1
N -0.99 0.62 -0.11 -0.248
N -2.28 0.90 -0.61 0.060
N -0.92 0.77 1.32 0.059
C 0.07 -0.70 -0.83 -0.219
C 0.06 -1.87 -0.16 -0.129
H -2.92 0.21 -0.22 0.081
H -2.54 1.81 -0.22 0.082
H -1.25 -0.11 1.72 0.072
H 0.10 0.79 1.52 0.061
H -0.11 -0.69 -1.90 0.093
H 0.15 -1.91 0.92 0.007
H 0.15 -2.80 -0.71 0.018
N 2.01 0.37 0.57 -0.092
N 1.46 0.46 -0.74 -0.164
H 2.46 -0.55 0.70 0.068
H 2.70 1.10 0.74 0.070
H 2.13 0.34 -1.50 0.068
H -0.26 1.27 -0.50 0.115
```

Results
**ΔE to the lowest compared entry with this formula, charge and spin**: 650.6 kJ/mol
**Largest force on an atom**: 2.4 eV/A
**E**: -9696.67132 eV
**Gap between HOMO and LUMO**: 7.855 eV